# 1
Here is the molecule C5H9NO in a non-equilibrium geometry from the Open Molecules 2025 dataset. Energies are from ωB97M-V/def2-TZVPD.

Geometry as XYZ:
```
16
Properties=species:S:1:pos:R:3:mulliken_charge:R:1
H 1.422 1.044 -0.204 0.29
H -1.084 1.571 -2.568 0.25
C -0.866 0.469 -2.511 -0.73
C 0.324 0.889 -0.399 -0.94
H 0.692 -0.675 -1.604 0.43
H -1.296 1.030 0.732 0.31
C -0.264 -1.264 0.675 -0.22
C -0.441 0.278 0.887 0.46
C 0.094 0.213 -1.660 -0.29
N 0.132 0.684 2.116 -0.63
O 0.893 -1.584 0.669 -0.41
H -1.143 -1.897 0.261 0.27
H 0.081 1.993 -0.311 0.49
H 0.703 1.607 2.183 0.21
H 0.601 -0.091 2.746 0.22
H -1.133 -0.213 -3.345 0.28
```

As for the molar mass: 99.1 g mol⁻¹. The value obtained for the energy relative to the best compared isomer or geometry (same formula, charge and spin) is 4.169 eV. For the LUMO energy, the calculation gives 0.7 eV. As for the SMILES: C=CC[C@H](N)C=O. The value obtained for the calculated total energy is -8865.0441 eV. Its HOMO energy is -8.691 eV.

=====

# 2
Here is a cluster of 6 separate species, C16H28O8 in total in a non-equilibrium geometry from the Open Molecules 2025 dataset. Energies are from ωB97M-V/def2-TZVPD.

Geometry as XYZ:
```
52
Properties=species:S:1:pos:R:3:mulliken_charge:R:1
O 29.156 31.638 24.145 -0.47
O 34.865 26.646 21.507 -0.60
C 28.564 27.840 23.549 -0.07
C 31.422 25.603 32.306 0.47
C 27.548 28.511 24.088 0.77
H 23.037 26.933 26.993 0.36
C 29.868 28.022 25.636 0.52
H 33.275 27.735 21.334 0.39
H 32.952 26.026 20.775 0.26
O 30.553 28.402 29.191 -0.46
H 28.741 27.705 22.438 -0.17
C 23.660 27.737 26.705 -0.72
H 35.364 26.660 20.615 0.30
H 30.552 27.309 23.531 0.17
H 31.447 25.911 28.848 0.32
O 28.941 27.821 18.041 -0.59
O 26.277 28.639 23.428 -0.58
O 31.489 24.596 33.247 -0.46
H 23.307 28.587 26.992 0.29
H 30.817 27.920 27.324 0.40
H 31.090 27.378 33.609 0.27
C 29.279 32.779 24.852 -0.73
C 31.199 27.015 32.578 -0.53
C 29.744 27.660 24.265 -0.27
C 33.377 26.759 21.477 -0.60
O 24.042 27.825 25.351 -0.45
H 28.063 28.158 17.587 0.31
H 32.985 26.707 22.450 0.25
H 28.767 28.958 27.209 0.83
H 28.606 33.547 24.634 0.32
H 24.602 27.425 27.169 0.25
H 30.244 33.295 24.705 0.26
C 28.689 28.569 26.351 -0.87
H 28.448 28.160 20.231 0.11
H 30.533 29.247 29.502 0.20
H 31.829 24.132 30.927 0.28
C 31.400 26.155 29.933 -0.46
H 29.864 29.285 19.174 0.22
C 31.656 25.244 31.001 -0.44
H 23.789 27.029 24.909 0.27
O 30.938 27.801 26.393 -0.52
H 29.534 32.616 25.914 0.24
C 29.402 28.216 19.369 -0.18
H 28.595 30.953 24.486 0.39
H 30.115 27.676 19.521 0.16
C 30.911 27.503 30.176 0.65
H 26.736 29.178 25.990 0.55
H 25.596 28.851 24.035 0.27
C 27.505 28.816 25.483 -0.94
H 30.919 28.988 31.857 0.29
C 30.914 27.972 31.497 -0.49
H 31.142 24.794 33.973 0.24
```

As for the molar mass: 348.4 g mol⁻¹. The value obtained for the energy relative to the best compared isomer or geometry (same formula, charge and spin) is 8.747 eV. For the LUMO energy, the calculation gives 0.4 eV. As for the SMILES: Oc1ccc(O)cc1.Oc1ccc(O)cc1.CO.CO.CO.CO. The value obtained for the calculated total energy is -33416.6259 eV. Its HOMO energy is -7.905 eV.

=====

# 3
Here is a structure of composition C4H8O2 in a non-equilibrium geometry from the Open Molecules 2025 dataset. Energies are from ωB97M-V/def2-TZVPD.

Geometry as XYZ:
```
14
Properties=species:S:1:pos:R:3:mulliken_charge:R:1
H 1.721 0.298 0.817 0.30
H 0.601 -1.116 -1.253 0.18
H 0.929 -2.071 0.939 0.23
C 0.173 -1.279 0.846 -0.72
C 0.037 0.942 -0.842 -0.72
H 1.023 1.315 -1.140 0.33
H -0.696 -1.493 1.475 0.28
O -0.822 1.952 -0.434 -0.45
C 0.652 0.154 0.846 -0.56
H -0.331 2.604 0.103 0.31
H 0.079 0.811 1.482 0.33
C -0.169 -0.786 -0.553 0.62
O -1.481 -1.040 -0.856 -0.55
H -1.714 -0.290 -1.430 0.41
```

As for the molar mass: 88.1 g mol⁻¹. The value obtained for the energy relative to the best compared isomer or geometry (same formula, charge and spin) is 5.397 eV. For the LUMO energy, the calculation gives 0.9 eV. The value obtained for the calculated total energy is -8367.8843 eV. Its HOMO energy is -7.627 eV.

=====

# 4
Here is a structure of composition C6H5FIn in a non-equilibrium geometry from the Open Molecules 2025 dataset. Energies are from ωB97M-V/def2-TZVPD.

Geometry as XYZ:
```
13
Properties=species:S:1:pos:R:3:mulliken_charge:R:1
H 1.289 -0.358 -2.569 0.46
F -0.971 0.281 1.951 -0.04
In -1.570 1.391 4.767 1.00
C 0.521 -1.005 0.659 -0.14
C -0.325 0.697 -1.510 -0.24
C 0.771 -0.321 -1.607 0.11
C -0.440 0.133 0.810 0.83
H 0.711 -1.631 1.528 0.47
H 1.896 -1.933 -0.703 0.49
C -0.824 0.958 -0.285 -0.35
H -0.656 1.205 -2.412 0.47
H -1.565 1.736 -0.114 0.46
C 1.164 -1.153 -0.515 -0.51
```

Its net charge is +3. As for the molar mass: 210.9 g mol⁻¹. The value obtained for the energy relative to the best compared isomer or geometry (same formula, charge and spin) is 1.060 eV. For the LUMO energy, the calculation gives -17.9 eV. The value obtained for the calculated total energy is -14157.0398 eV. Its HOMO energy is -22.975 eV.